Entry 1:
A molecular structure, C33H70BeF2MgN6O13P2 in a non-equilibrium geometry. Source: the OMol25 dataset; level of theory: the ωB97M-V functional and the def2-TZVPD basis.

Computed properties:
**Kohn-Sham gap**: 1.25 eV
**Energy**: -100740.2330 eV
**Lowest unoccupied orbital energy**: -0.204 hartree

Last column: Mulliken charge in e.
CARTESIAN COORDINATES (ANGSTROEM)
C: 5.35426 -4.24508 2.39425  -0.381
C: 4.49193 -4.24165 1.55487  -0.640
C: 3.54465 -4.04524 0.47700  -0.140
C: 3.69392 -2.53277 0.10392  -0.220
C: 2.64048 -1.65413 0.84583  -1.256
N: 1.53473 -1.14325 0.08782  0.938
C: 0.65452 -2.08182 -0.54858  -0.470
C: 1.17654 -2.70296 -1.88395  -1.711
C: -0.80487 -1.60114 -0.62956  -1.397
C: -1.57930 -2.32342 0.46959  -0.870
C: -2.02766 -3.72201 -0.07112  -0.964
C: -3.40437 -4.05702 0.47591  -0.034
C: -3.42907 -4.09071 1.98087  0.160
O: -2.89498 -4.94645 2.62925  -0.631
O: -4.08236 -3.08012 2.63521  -0.405
N: -0.99375 -0.06080 -0.65492  1.223
C: -2.15983 0.17146 -1.57547  -2.170
C: -3.46000 -0.57282 -1.20045  0.170
C: -4.42055 -1.12912 -2.10594  -1.016
N: -1.27078 0.34082 0.65865  -0.337
C: -2.27842 1.30156 1.01308  -0.585
C: -2.10130 1.79777 2.47490  -0.550
C: -1.95046 3.32271 2.55641  -1.351
C: 0.27092 0.63542 -1.20350  0.742
C: 0.40358 0.39755 -2.71968  -2.188
C: 1.60627 0.69473 -3.60942  0.020
C: 1.95499 2.17358 -3.85438  -1.487
O: 1.14117 0.21287 -4.90102  -0.601
P: 0.07406 2.53696 -1.07628  0.797
N: -0.94566 3.12179 -2.12375  -0.880
C: 1.50892 0.26939 -0.28581  -0.100
C: 2.90327 0.57496 -0.92586  -1.376
P: 1.72729 1.38063 1.28395  0.710
N: 2.62699 2.65147 0.99890  -0.805
H: 6.07948 -3.86327 3.08265  0.640
H: 3.86854 -4.68061 -0.35123  0.494
H: 2.54466 -4.30095 0.82929  0.260
H: 4.67474 -2.22539 0.47174  -0.208
H: 3.71993 -2.38422 -0.97441  0.408
H: 2.24295 -2.30929 1.63345  0.607
H: 3.24283 -0.91467 1.36610  0.793
H: 0.65554 -2.96126 0.10202  0.707
H: 0.32833 -3.13569 -2.42152  0.424
H: 1.85138 -3.53385 -1.69099  0.284
H: 1.64642 -1.96656 -2.53499  0.354
H: -1.18328 -1.98346 -1.57371  0.962
H: -0.97078 -2.52355 1.35610  1.029
H: -2.46842 -1.82125 0.82789  0.138
H: -1.30196 -4.44568 0.30835  0.436
H: -2.04709 -3.75566 -1.15955  0.537
H: -3.80669 -4.96619 -0.02620  0.198
H: -4.06536 -3.23148 0.16683  -0.087
H: -4.65785 -2.62408 2.00892  0.379
H: -2.34256 1.23400 -1.71561  1.154
H: -1.97113 -0.20789 -2.57210  1.224
H: -3.75313 -0.71643 -0.16571  0.205
H: -5.14560 -0.51498 -2.61075  0.174
H: -4.40477 -2.21169 -2.26690  0.305
H: -0.68451 -0.02014 1.38959  0.569
H: -3.31786 0.95159 0.98209  0.066
H: -2.29358 2.20285 0.39222  0.411
H: -2.96317 1.51532 3.07724  0.279
H: -1.25432 1.27786 2.93172  0.518
H: -2.36885 3.64162 3.51561  0.505
H: -2.54697 3.81821 1.79392  0.335
H: -0.91097 3.64494 2.56817  0.181
H: 0.07228 -0.61525 -2.96139  0.714
H: -0.38427 0.98564 -3.20846  0.668
H: 2.50590 0.10620 -3.44409  0.686
H: 1.05462 2.77012 -3.97276  0.079
H: 2.45229 2.18802 -4.82581  0.546
H: 2.67810 2.58298 -3.14975  0.216
H: 1.91584 0.03029 -5.43976  0.449
H: 1.35207 3.07977 -1.25440  -0.114
H: -0.36034 2.90777 0.20269  -0.187
H: -0.50504 3.78113 -2.75123  0.371
H: 3.68856 0.65223 -0.17179  0.630
H: 3.17114 -0.25120 -1.57693  0.312
H: 2.87610 1.53774 -1.42342  0.020
H: 2.31948 0.59034 2.28808  -0.026
H: 0.49514 1.77553 1.82662  0.018
H: 2.07226 3.47512 1.22206  0.287
C: 2.96270 -3.01081 6.04539  -1.057
C: 2.78085 -2.15644 4.75510  0.805
O: 1.91114 -2.56406 3.96102  -0.614
O: 3.53843 -1.17072 4.67927  -0.609
H: 2.27456 -3.85216 6.04646  0.288
H: 3.98539 -3.38459 6.09297  0.260
H: 2.77140 -2.39130 6.91971  0.318
Mg: 7.46803 -3.43154 1.44230  0.954
C: -1.52464 7.65075 1.34479  -0.795
N: -0.52410 6.54911 1.34056  0.811
O: 0.56289 6.76850 1.82852  -0.543
O: -0.87161 5.49727 0.84380  -0.404
H: -1.07793 8.51825 1.81548  0.306
H: -1.78605 7.85643 0.31121  0.303
H: -2.38875 7.30368 1.90341  0.294
C: 5.01249 8.21645 -2.44356  -1.061
C: 3.81708 7.42336 -2.94406  -0.284
O: 4.06755 6.03860 -3.09313  -0.436
C: 4.45079 5.34256 -1.91749  -0.623
C: 3.42287 5.39575 -0.80286  -0.944
H: 5.86283 8.08752 -3.11476  0.284
H: 4.76506 9.27726 -2.39014  0.391
H: 5.32652 7.89831 -1.44874  0.278
H: 3.53871 7.78299 -3.93521  0.352
H: 2.94697 7.58617 -2.29768  0.260
H: 5.42360 5.70100 -1.56392  0.375
H: 4.59572 4.30506 -2.22274  0.294
H: 3.24377 6.41468 -0.45532  0.437
H: 3.76028 4.80445 0.04723  0.458
H: 2.46714 4.99503 -1.14823  0.238
C: -5.65349 -7.79124 -0.73916  -0.697
O: -6.35588 -6.59958 -1.05929  -0.447
H: -5.24029 -8.19693 -1.65828  0.223
H: -4.83723 -7.57582 -0.04647  0.213
H: -6.33682 -8.51899 -0.29066  0.405
H: -6.71231 -6.24535 -0.24128  0.262
C: -5.26474 -1.09502 4.57852  0.978
O: -5.93740 -1.91995 5.17750  -0.406
O: -5.65996 -0.39803 3.61158  -0.343
O: -4.07578 -0.80124 4.84344  -0.268
Be: -4.33987 1.08657 -3.15416  0.117
F: -4.07392 -5.47943 -1.61091  -0.846
O: -8.20977 -9.92776 -1.05766  -0.637
H: -9.16149 -10.06553 -1.07362  0.303
H: -8.08923 -9.03920 -1.41413  0.342
F: 5.85929 -0.82176 1.16461  -0.686

Forces on atoms 1 to 2 (eV/Å):
1.9 0.5 0.4
-0.5 0.0 -0.7

---

Entry 2:
5 unconnected molecules or ions with the total composition C33H70ClN3O21P5 in a non-equilibrium geometry. Source: the OMol25 dataset; level of theory: the ωB97M-V functional and the def2-TZVPD basis.

Computed properties:
**Kohn-Sham gap**: 8.21 eV
**Energy**: -141795.0243 eV
**Lowest unoccupied orbital energy**: -0.132 hartree
**Charge**: +1

Last column: Mulliken charge in e.
CARTESIAN COORDINATES (ANGSTROEM)
C: -2.98995 3.42750 1.57262  -1.339
C: -2.81069 1.95078 1.26959  0.230
C: -1.36581 1.51108 0.96966  -0.630
C: -0.53672 2.43921 0.08475  -0.756
N: -0.11491 1.77825 -1.18739  0.194
C: -0.09890 2.61809 -2.33067  -1.086
C: 0.92121 3.55076 -2.59908  1.383
C: 2.06891 3.62895 -1.62297  -2.174
C: 3.40962 3.25279 -2.25137  -0.066
N: 3.70863 2.06854 -2.56746  -0.675
C: 0.85796 4.34602 -3.78080  0.909
P: 2.25477 5.53311 -4.05911  -0.099
O: 1.63412 6.63251 -5.08134  -0.454
O: 2.13303 6.36291 -2.67195  -0.544
C: -0.20311 4.11885 -4.67019  0.929
C: -0.30410 4.85853 -5.98410  -1.097
C: -1.00159 6.19771 -5.86332  0.539
O: -0.89060 7.06182 -6.62912  -0.430
Cl: -2.07104 6.40037 -4.45090  -0.149
N: -1.17646 3.20680 -4.39060  0.643
C: -2.26785 2.97460 -5.37472  -2.136
C: -1.84010 2.01779 -6.51883  1.235
C: -2.38313 2.54863 -7.85878  -1.594
C: -2.38094 0.59320 -6.34743  -2.095
C: -1.15246 2.47694 -3.24610  0.270
C: -2.26789 1.53457 -2.94340  -1.807
C: -3.42102 2.32640 -2.32586  -0.081
O: -4.54624 1.46638 -2.29012  -0.159
C: -5.53318 1.86661 -1.42185  0.762
C: -6.26486 3.13170 -1.72950  -1.325
O: -5.79960 1.19505 -0.48679  -0.463
H: -2.82838 4.04075 0.68357  0.268
H: -2.31330 3.77837 2.34502  0.326
H: -4.01859 3.61916 1.86179  0.425
H: -3.11664 1.40003 2.15546  0.512
H: -3.47053 1.60798 0.47794  -0.317
H: -1.43004 0.56002 0.44351  0.110
H: -0.87735 1.30902 1.91778  0.382
H: 0.34944 2.73038 0.64707  0.253
H: -1.04637 3.35776 -0.18936  0.636
H: 0.79953 1.36493 -1.07759  0.535
H: 1.92285 2.91507 -0.82647  0.644
H: 2.10663 4.59549 -1.14064  0.519
H: 4.14964 4.02878 -2.40160  0.436
H: 2.92892 1.43926 -2.36638  0.273
H: 2.29268 6.77092 -5.77227  0.381
H: 3.02053 6.63042 -2.40625  0.371
H: 0.67406 5.01724 -6.40449  0.616
H: -0.86003 4.28435 -6.71198  -0.345
H: -3.15525 2.63457 -4.86948  0.678
H: -2.52927 3.91657 -5.83086  0.717
H: -0.75351 1.96457 -6.56149  0.332
H: -3.40492 2.19769 -7.97131  0.456
H: -1.82481 2.08743 -8.66654  0.412
H: -2.36295 3.63048 -7.93732  0.430
H: -2.13781 0.03322 -7.24604  0.526
H: -1.96065 0.05961 -5.50405  0.415
H: -3.46626 0.62921 -6.30096  0.456
H: -1.94171 0.74947 -2.27895  0.527
H: -2.65172 1.07166 -3.84257  0.466
H: -3.14468 2.73677 -1.35499  0.194
H: -3.65451 3.18590 -2.96154  0.413
H: -7.27552 3.01322 -1.36272  0.419
H: -6.27668 3.38426 -2.78407  0.334
H: -5.81994 3.95322 -1.17157  0.280
C: -3.46450 -5.71577 -1.73253  -0.683
O: -3.82378 -4.94078 -2.88712  -0.349
P: -3.42630 -3.41937 -2.97782  0.878
O: -3.88775 -2.75675 -4.19433  -0.753
O: -1.85038 -3.36937 -2.74952  0.047
C: -1.00753 -3.98343 -3.74115  -0.782
O: -3.95023 -2.81768 -1.61219  -0.394
C: -3.64039 -1.44027 -1.36818  -0.094
H: -2.97512 -6.62468 -2.07546  0.264
H: -2.78848 -5.17288 -1.07381  0.303
H: -4.37096 -5.97298 -1.18930  0.279
H: -1.54958 -4.17163 -4.66819  0.357
H: -0.61695 -4.91790 -3.34306  0.239
H: -0.17659 -3.31205 -3.94238  0.250
H: -3.27427 -0.96175 -2.27407  -0.022
H: -2.88030 -1.37697 -0.58712  0.228
H: -4.53940 -0.93010 -1.03857  0.234
C: 0.99427 3.85138 7.44793  -0.670
O: 0.15586 3.31374 6.41246  -0.355
P: 0.72505 2.25087 5.39836  0.837
O: -0.24529 1.83776 4.38801  -0.581
O: 1.31485 1.07181 6.28098  -0.039
C: 0.39231 0.29365 7.06820  -0.688
O: 2.04751 2.93522 4.85963  -0.340
C: 2.89854 2.17624 3.99135  -0.659
H: 0.46518 3.75573 8.39327  0.269
H: 1.94494 3.32485 7.51435  0.305
H: 1.17657 4.90295 7.23899  0.265
H: -0.63854 0.45396 6.75377  0.336
H: 0.50002 0.57308 8.11488  0.256
H: 0.64378 -0.75729 6.95367  0.223
H: 2.41283 1.26185 3.65086  0.319
H: 3.81210 1.92232 4.52556  0.262
H: 3.14357 2.79491 3.13021  0.228
C: 1.77401 -8.60050 0.55076  -0.688
O: 1.46505 -7.78222 -0.58857  -0.344
P: 1.85012 -6.25383 -0.60239  0.991
O: 1.43143 -5.55947 -1.81517  -0.566
O: 3.41372 -6.19807 -0.30689  -0.286
C: 4.29986 -6.75982 -1.28866  -0.727
O: 1.24903 -5.71791 0.75790  -0.257
C: 1.51717 -4.35988 1.13517  -0.686
H: 2.28750 -9.49164 0.19677  0.266
H: 2.41023 -8.07904 1.26417  0.334
H: 0.84472 -8.88704 1.03740  0.270
H: 3.79418 -6.91853 -2.24060  0.342
H: 4.68419 -7.70867 -0.91677  0.257
H: 5.12533 -6.06839 -1.43435  0.258
H: 1.95696 -3.79529 0.31361  0.364
H: 2.20009 -4.35833 1.98320  0.191
H: 0.57670 -3.89668 1.42407  0.294
C: 5.62635 -1.73086 7.91057  -0.663
O: 4.25634 -1.99158 8.24702  -0.314
P: 3.57048 -3.34231 7.80008  1.108
O: 2.16504 -3.43818 8.17485  -0.702
O: 4.49982 -4.50435 8.36487  -0.319
C: 4.59054 -4.65547 9.79089  -0.735
O: 3.88166 -3.41004 6.25071  -0.240
C: 3.50305 -4.59727 5.53648  -0.582
H: 6.14757 -1.43526 8.81866  0.273
H: 6.11452 -2.60695 7.48647  0.349
H: 5.66094 -0.91514 7.19150  0.220
H: 3.79505 -4.11443 10.30232  0.356
H: 5.55884 -4.28495 10.12532  0.260
H: 4.50864 -5.71334 10.02441  0.260
H: 2.85755 -5.23746 6.13611  0.352
H: 4.40303 -5.14399 5.26070  0.267
H: 2.96931 -4.29606 4.63816  0.112

Forces on atoms 1 to 2 (eV/Å):
-0.2 0.0 -0.6
0.4 -0.2 0.3